{"formula": "C46H50FIN9O2PRe", "method": "ωB97M-V/def2-TZVPD", "homo_energy_ev": [-6.6, -6.4], "multiplicity": 2, "fmax_ev_per_a": 2.08, "gap_ev": [6.1, 5.7], "relative_energy_kj_mol": 70.9, "lumo_energy_ev": [-0.52, -0.64], "species": ["Re", "C", "C", "C", "C", "N", "C", "N", "C", "N", "C", "N", "C", "C", "C", "C", "C", "N", "C", "C", "C", "C", "C", "C", "H", "H", "H", "H", "H", "H", "H", "H", "H", "H", "H", "H", "I", "C", "C", "C", "C", "C", "C", "C", "O", "O", "H", "H", "H", "H", "F", "C", "C", "C", "C", "C", "C", "H", "H", "H", "H", "N", "P", "N", "C", "C", "C", "C", "C", "N", "C", "C", "C", "C", "C", "N", "C", "C", "C", "C", "C", "H", "H", "H", "H", "H", "H", "H", "H", "H", "H", "H", "H", "H", "H", "H", "H", "H", "H", "H", "H", "H", "H", "H", "H", "H", "H", "H", "H", "H", "H"], "xyz": [[0.1934, 0.2152, -0.5253], [3.7476, 1.3782, -2.6466], [4.8129, 1.2565, -1.7592], [4.5352, 1.0065, -0.4401], [3.2130, 0.8588, 0.0142], [2.1908, 0.9895, -0.8540], [2.4814, 1.2330, -2.1567], [3.0940, 0.5568, 1.3686], [2.0158, 0.2274, 1.9561], [0.7356, 0.1171, 1.4462], [-0.1469, -0.1105, 2.5099], [-1.3927, 0.1049, 2.5866], [-2.1168, 0.8581, 1.6545], [-3.4576, 1.0883, 1.9777], [-4.1952, 2.0087, 1.2663], [-3.5854, 2.6997, 0.2277], [-2.2879, 2.3721, -0.0867], [-1.5569, 1.4633, 0.5881], [0.6688, -0.4248, 3.7103], [0.3031, -0.8223, 4.9798], [1.3134, -0.9206, 5.9318], [2.6355, -0.5905, 5.6196], [2.9864, -0.1764, 4.3396], [1.9809, -0.1216, 3.3950], [3.8978, 1.5534, -3.7060], [5.8372, 1.3507, -2.1013], [5.3110, 0.8813, 0.3017], [1.6201, 1.2792, -2.8067], [-3.8675, 0.5441, 2.8183], [-5.2311, 2.2002, 1.5257], [-4.1063, 3.4677, -0.3309], [-1.8055, 2.8380, -0.9282], [-0.7319, -1.0514, 5.2148], [1.0729, -1.2574, 6.9346], [3.3964, -0.6567, 6.3905], [4.0059, 0.0960, 4.0852], [-3.3250, -6.7371, -3.8608], [-2.7032, -5.3556, -2.4200], [-3.4413, -4.1958, -2.2249], [-2.9647, -3.2360, -1.3398], [-1.7853, -3.4459, -0.6364], [-1.0879, -4.6370, -0.8027], [-1.5359, -5.5980, -1.7062], [-1.1420, -2.3426, 0.1666], [-0.4232, -2.6146, 1.1103], [-1.4248, -1.1237, -0.2793], [-4.3625, -4.0330, -2.7728], [-3.5050, -2.3068, -1.2012], [-0.1755, -4.7882, -0.2333], [-0.9691, -6.5100, -1.8657], [2.7196, -4.4840, -3.8214], [2.1701, -3.4822, -3.0966], [0.9729, -2.9376, -3.5091], [0.4213, -1.8972, -2.7656], [1.0521, -1.3856, -1.6251], [2.2471, -2.0010, -1.2346], [2.8180, -3.0423, -1.9662], [0.4729, -3.3364, -4.3895], [-0.5219, -1.4750, -3.0845], [2.7577, -1.6809, -0.3295], [3.7488, -3.5077, -1.6627], [-0.4327, 0.9111, -2.2021], [-1.2435, 1.7392, -3.2204], [-0.8409, 3.3560, -3.1806], [-1.1056, 4.2873, -4.2839], [-1.7268, 5.5804, -3.7352], [-1.2682, 5.8224, -2.2888], [0.1774, 5.3510, -2.1131], [0.3054, 3.8300, -2.3715], [-2.8820, 1.5751, -3.0688], [-3.4936, 0.4917, -2.2669], [-4.6330, -0.1690, -3.0395], [-5.6625, 0.8846, -3.4618], [-4.9795, 1.9761, -4.2893], [-3.8380, 2.5969, -3.4931], [-0.9367, 1.3607, -4.8014], [0.3704, 1.7906, -5.3642], [0.9722, 0.6993, -6.2397], [0.0234, 0.3510, -7.3957], [-1.4417, 0.2111, -6.8960], [-1.4823, 0.1157, -5.3791], [-1.7491, 3.8207, -5.0221], [-0.1616, 4.5192, -4.7867], [-2.8174, 5.5276, -3.7716], [-1.4179, 6.4158, -4.3689], [-1.9095, 5.2726, -1.5970], [-1.3575, 6.8806, -2.0403], [0.5369, 5.5726, -1.1084], [0.8124, 5.9045, -2.8104], [0.3322, 3.2805, -1.4398], [1.2527, 3.6257, -2.8876], [-3.9106, 0.9115, -1.3394], [-2.7359, -0.2230, -1.9752], [-5.0995, -0.9284, -2.4072], [-4.2429, -0.6751, -3.9273], [-6.0906, 1.3401, -2.5581], [-6.4821, 0.4310, -4.0225], [-5.6943, 2.7548, -4.5695], [-4.5748, 1.5418, -5.2116], [-4.2548, 3.0937, -2.6058], [-3.3342, 3.3524, -4.0911], [1.0667, 2.0509, -4.5612], [0.2282, 2.6883, -5.9741], [1.1725, -0.1897, -5.6311], [1.9336, 1.0458, -6.6243], [0.3543, -0.5730, -7.8729], [0.0823, 1.1380, -8.1513], [-1.9232, -0.6685, -7.3288], [-2.0294, 1.0840, -7.1963], [-0.9182, -0.7649, -5.0510], [-2.5020, -0.0036, -5.0280]], "atomic_forces_ev_per_a": [[-0.69, -1.81, 0.75], [0.22, 0.00, -0.11], [0.07, 0.05, -0.01], [0.04, -0.03, 0.28], [0.06, 0.06, 0.22], [-0.38, 0.15, -0.35], [-0.14, 0.10, 0.16], [0.74, 0.24, -0.83], [-0.75, -0.33, 0.28], [0.21, 0.52, -0.17], [0.79, 0.26, -0.05], [-0.91, 0.24, -0.34], [0.39, 0.03, 0.14], [-0.12, -0.08, 0.08], [-0.09, -0.07, 0.14], [-0.02, 0.20, 0.18], [0.39, -0.15, 0.37], [0.03, -0.08, -0.31], [-0.14, -0.03, -0.18], [-0.08, -0.06, 0.15], [0.02, -0.01, -0.02], [-0.05, 0.00, 0.05], [0.15, -0.01, 0.06], [-0.04, -0.05, -0.15], [-0.01, -0.02, 0.10], [-0.05, -0.03, 0.05], [0.01, 0.04, -0.04], [-0.06, -0.09, 0.14], [0.02, 0.06, -0.03], [0.08, -0.02, 0.00], [0.04, -0.09, 0.00], [0.13, 0.10, -0.05], [0.15, 0.03, -0.03], [0.02, 0.06, -0.07], [-0.08, -0.01, -0.07], [-0.13, -0.07, 0.01], [-0.03, -0.01, 0.04], [0.10, -0.04, 0.03], [0.03, 0.08, 0.08], [-0.09, -0.05, -0.10], [0.14, 0.21, -0.25], [-0.04, -0.14, 0.02], [0.03, 0.16, 0.12], [-0.36, 0.18, 0.06], [0.05, 0.22, -0.24], [0.55, -0.41, -0.04], [0.08, 0.00, 0.04], [0.05, -0.04, -0.04], [-0.08, 0.02, -0.12], [-0.09, 0.13, 0.02], [0.00, -0.02, -0.01], [-0.02, -0.03, -0.06], [-0.26, 0.08, -0.06], [0.15, -0.14, -0.06], [0.22, -0.09, 0.48], [-0.01, -0.13, -0.02], [0.06, 0.14, 0.24], [0.09, 0.08, 0.13], [-0.03, 0.01, 0.05], [-0.04, -0.03, -0.09], [-0.06, 0.03, -0.01], [0.11, 1.05, -0.03], [0.25, -0.36, 0.11], [0.39, 0.46, 0.14], [-0.03, 0.08, 0.36], [0.04, -0.01, 0.12], [0.15, -0.08, -0.10], [-0.15, -0.11, -0.06], [-0.40, 0.22, -0.31], [-0.60, -0.01, 0.30], [-0.19, 0.31, -0.33], [-0.06, 0.21, 0.00], [0.17, -0.03, -0.03], [-0.10, -0.09, 0.09], [0.05, -0.29, -0.13], [0.08, -0.39, -0.68], [-0.22, -0.30, 0.00], [-0.10, -0.09, 0.01], [-0.12, 0.01, 0.16], [0.22, 0.06, -0.05], [0.18, 0.31, -0.05], [0.06, -0.06, -0.13], [0.08, 0.00, -0.01], [0.01, 0.03, -0.02], [-0.05, 0.00, -0.01], [-0.04, -0.01, 0.01], [-0.01, -0.01, 0.05], [0.04, 0.04, 0.00], [0.02, -0.02, 0.02], [-0.05, -0.12, 0.20], [-0.04, 0.00, -0.02], [0.06, -0.10, -0.22], [0.25, -0.08, 0.01], [0.00, -0.01, -0.01], [0.00, -0.05, 0.02], [-0.03, -0.04, -0.09], [0.00, 0.00, 0.03], [0.02, -0.03, -0.02], [-0.04, 0.05, 0.04], [0.02, 0.05, 0.00], [-0.09, -0.07, 0.10], [-0.10, 0.00, -0.05], [-0.02, 0.02, 0.00], [0.01, 0.10, -0.02], [0.00, -0.03, -0.02], [0.00, 0.02, 0.00], [-0.01, -0.04, -0.02], [0.04, 0.04, -0.01], [0.02, -0.05, 0.00], [-0.01, 0.03, 0.03], [-0.08, 0.05, 0.06]], "mulliken_spin": [0.901, -0.018, 0.017, -0.016, 0.052, -0.054, 0.020, 0.004, 0.026, 0.023, -0.009, 0.012, 0.004, 0.001, 0.003, 0.000, 0.007, 0.006, 0.005, 0.000, 0.000, 0.000, 0.001, -0.006, 0.001, 0.001, 0.000, 0.017, 0.000, 0.000, 0.000, 0.006, 0.000, 0.000, 0.000, 0.000, 0.000, 0.002, -0.001, -0.001, -0.006, 0.003, -0.002, -0.004, 0.007, 0.033, 0.000, 0.003, 0.000, 0.000, 0.001, 0.020, -0.017, 0.028, -0.045, 0.046, -0.011, -0.001, 0.016, 0.006, 0.000, -0.095, 0.019, 0.005, 0.001, 0.000, 0.000, 0.003, -0.013, 0.000, -0.004, 0.000, 0.000, 0.000, 0.000, -0.010, 0.002, 0.001, 0.000, 0.000, 0.001, 0.000, 0.000, 0.000, 0.000, 0.000, 0.000, -0.001, 0.000, 0.003, -0.002, 0.001, 0.008, 0.000, 0.000, 0.000, 0.000, 0.000, 0.000, 0.000, 0.000, -0.001, 0.000, 0.001, 0.000, 0.000, 0.000, 0.000, 0.000, -0.003, -0.001]}

=====

{"formula": "C8H8BeN2O4S", "method": "ωB97M-V/def2-TZVPD", "charge": 2, "homo_energy_ev": -17.4, "fmax_ev_per_a": 8.82, "gap_ev": 7.1, "relative_energy_kj_mol": 11.7, "lumo_energy_ev": -10.34, "species": ["Be", "O", "C", "C", "O", "C", "O", "C", "O", "S", "C", "N", "C", "C", "C", "N", "H", "H", "H", "H", "H", "H", "H", "H"], "xyz": [[2.2033, 0.1932, -2.3246], [-2.2265, -1.6103, -1.8094], [-1.1330, -1.3215, -2.0518], [0.9129, 0.5720, -3.5534], [0.5311, 1.3190, -4.3982], [2.0952, -1.5132, -2.8111], [2.3485, -2.6149, -3.1556], [0.0887, -0.9341, -3.4327], [-0.2169, -1.5658, -4.4118], [2.1459, 0.7958, -0.3920], [0.7799, 0.5846, 0.7175], [0.5721, -0.5663, 1.3928], [-0.2549, -0.6382, 2.6229], [-1.4654, 0.2589, 2.5118], [-1.0234, 1.6472, 2.0728], [-0.1111, 1.5735, 0.9248], [1.3540, -1.2111, 1.3490], [0.3472, -0.3353, 3.4948], [-0.5413, -1.6791, 2.7873], [-1.9817, 0.3190, 3.4808], [-2.1726, -0.1445, 1.7816], [-0.5378, 2.1532, 2.9238], [-1.8762, 2.2683, 1.7812], [0.1620, 2.4496, 0.4998]], "atomic_forces_ev_per_a": [[-1.55, 0.90, 0.84], [4.65, 1.24, -1.02], [-5.68, -1.54, 1.97], [1.06, 4.93, -2.50], [0.63, -3.05, 2.99], [3.04, -8.02, -2.02], [-1.56, 6.56, 2.19], [-2.37, -3.74, -6.74], [1.06, 2.71, 4.89], [0.41, 0.19, 0.22], [-2.38, -0.65, 0.68], [1.24, 0.78, -0.42], [0.04, -0.10, 0.56], [-0.25, 0.10, -0.41], [-0.45, 0.19, 0.76], [1.96, -0.29, -0.53], [-0.21, -0.06, -0.04], [0.04, -0.09, -0.39], [0.08, 0.11, -0.20], [0.20, -0.01, -0.35], [0.01, -0.04, 0.10], [0.09, -0.05, -0.46], [0.18, -0.16, -0.03], [-0.24, 0.10, -0.10]], "mulliken_charge": [-0.279, -0.093, 0.410, 0.779, -0.282, 0.873, -0.157, 0.185, -0.200, -0.038, 0.096, -0.115, -0.593, -0.445, -0.571, -0.113, 0.296, 0.327, 0.363, 0.339, 0.264, 0.324, 0.354, 0.278]}

=====

{"formula": "C2H4N4", "method": "ωB97M-V/def2-TZVPD", "homo_energy_ev": -10.5, "smiles": "Cn1ncnn1", "fmax_ev_per_a": 3.70, "gap_ev": 11.4, "relative_energy_kj_mol": 223.2, "lumo_energy_ev": 0.89, "species": ["C", "N", "N", "C", "N", "N", "H", "H", "H", "H"], "xyz": [[1.7132, 0.2592, 0.0156], [0.0294, 0.1755, -0.0504], [-0.6176, -0.9719, -0.2970], [-1.8753, -0.6472, -0.1477], [-1.9736, 0.6433, 0.2294], [-0.8303, 1.1694, 0.3392], [1.9998, -0.7487, 0.0520], [2.1963, 0.7527, -0.8316], [1.9396, 0.8323, 0.8941], [-2.5816, -1.4647, -0.2036]], "atomic_forces_ev_per_a": [[-3.55, 0.99, -0.43], [2.60, 0.19, 0.39], [1.79, 0.72, -0.29], [1.13, -0.32, 0.35], [-2.87, 0.28, 0.56], [2.15, -1.28, -1.11], [0.28, -1.28, 0.29], [-0.88, -0.05, -0.20], [-0.11, -0.04, 0.52], [-0.55, 0.78, -0.07]], "mulliken_charge": [-0.563, 0.646, -0.605, 0.036, -0.295, -0.414, 0.283, 0.255, 0.268, 0.389]}